# 1
Density functional theory data (ωB97M-V/def2-TZVPD) for a 2-piece molecular cluster, Cl2HOP overall.

## Properties
Relative energy (zero: lowest compared OMol25 entry of this formula, charge and spin): 52.52 kcal/mol
LUMO energy (alpha / beta): -2.642 / -2.491 eV
Molecular weight: 118.89 g/mol

Last column: Mulliken charge in e.
CARTESIAN COORDINATES (ANGSTROEM)
O  0.24216  -0.59534  -0.21149  -0.3597
Cl  2.61367  -1.87586  -0.27146  -0.0172
Cl  3.03568  1.99614  -0.07493  -0.5757
H  -0.43782  0.04741  0.00123  0.3757
P  1.46870  -0.72080  0.81139  0.5769


# 2
Density functional theory data (ωB97M-V/def2-TZVPD) for a single C18H23N5O3 molecule.

## Properties
Relative energy (zero: lowest compared OMol25 entry of this formula, charge and spin): 35.71 kcal/mol
SMILES string: CCOc1ccccc1[C@H]1C(C(N)=O)=C(C)Nc2nc(CCCO)nn21
LUMO energy: 0.674 eV
Molecular weight: 357.41 g/mol

Last column: Mulliken charge in e.
CARTESIAN COORDINATES (ANGSTROEM)
C  -1.90961  2.64277  -1.37855  -0.9366
H  6.40305  1.13928  1.25754  0.3275
H  -1.62049  2.27551  2.43501  0.4978
C  6.26436  0.13952  0.83942  -0.5863
C  -0.52342  -0.85081  -3.52962  -1.2739
C  -0.94232  -0.01940  1.16543  -0.5145
H  6.40632  -0.58413  -0.95459  0.3235
C  -1.07851  0.45641  -2.98643  -0.5109
H  3.80492  1.59400  0.97306  0.3122
C  -1.77823  -1.22074  0.74212  -0.1009
H  6.94349  -0.55280  1.36078  0.3007
C  0.86965  -1.19720  -0.05611  0.4704
H  -2.99087  -3.07327  -0.96962  0.3829
C  3.82833  0.66208  0.40860  -0.5166
N  2.14975  -1.03665  -0.31640  -0.8162
C  4.82082  -0.32317  1.03264  -0.6071
N  0.03074  -2.18272  -0.46781  0.1229
C  -1.72268  2.37334  1.36277  0.1303
C  -3.16303  -1.30320  1.23518  0.1893
O  -1.12247  0.35078  -1.57693  -0.0029
H  -0.42914  1.29198  -3.28042  0.4511
C  2.46050  0.08948  0.38370  0.2971
H  4.61815  -0.43104  2.09914  0.3161
H  -0.46704  -0.80327  -4.61339  0.4460
H  -0.95977  0.08391  2.26157  0.8526
N  -3.61073  -0.23766  1.96276  -0.3261
H  0.39328  -2.89878  -1.07544  0.3581
N  1.44557  0.59853  1.04287  -1.6195
H  -1.47326  -3.96354  -1.24234  0.3514
H  -1.17013  -1.67523  -3.24162  0.2341
C  -1.48690  1.43156  -0.84028  0.2654
H  -2.37447  4.40982  1.46608  0.4135
H  -2.08818  0.63456  -3.38193  0.3813
H  4.68543  -1.29981  0.55985  0.3357
H  -1.98282  2.77028  -2.44674  0.4247
C  -2.05139  -3.38736  -0.52206  -1.7362
C  -1.27625  -2.20371  -0.04877  0.9930
C  -2.23708  3.70311  -0.55110  -0.6867
O  6.62640  0.24629  -0.51654  -0.5070
O  -3.88609  -2.27394  1.07837  -0.6977
H  0.47180  -1.02259  -3.12768  0.2630
C  -1.41530  1.28979  0.55501  0.1701
C  -2.13795  3.57813  0.82106  -0.9362
N  0.42452  -0.23537  0.76435  1.1232
H  4.14603  0.87474  -0.61498  0.2943
H  -2.56173  4.63433  -0.99033  0.4147
H  -3.19411  0.67326  1.88520  0.2572
H  -4.58109  -0.28060  2.23053  0.2918
H  -2.31479  -4.02264  0.32127  0.3835


Largest force on an atom: 2.14; 1.17 (eV Å⁻¹)